DFT (wB97M-V/def2-TZVPD) results for a cluster of 5 separate species, C46H83N5O10PS2 in total at a distorted geometry.

Each line ends with the Mulliken charge.
Cartesian coordinates (Å):
C 5.18 -0.16 3.31  -1.06
C 5.27 1.18 2.38  -0.21
C 3.84 1.88 2.47  -0.87
C 3.69 3.19 1.50  0.07
C 2.77 4.24 2.29  -0.86
C 2.18 5.44 1.40  -0.71
C 1.74 5.03 -0.09  0.21
C 0.43 5.91 -0.53  -0.60
C -0.65 5.03 -1.33  0.26
C -2.14 5.05 -0.66  -1.03
C -2.56 3.49 -0.55  0.21
C -2.64 2.69 -1.87  -0.11
N -2.39 3.28 -3.24  -0.16
C -3.55 3.15 -3.83  0.30
S -5.08 3.01 -4.50  -0.23
C -3.00 1.18 -1.85  -0.73
C -3.27 0.54 -0.47  0.56
C -3.26 1.28 0.90  -0.29
C -2.89 2.80 0.83  0.70
C -2.82 3.75 2.13  -0.18
O -3.91 4.38 2.41  -0.70
O -1.69 3.94 2.90  -0.75
N -3.57 0.60 2.18  0.07
C -2.92 -0.71 2.32  -0.18
C -2.28 -1.13 3.69  1.11
C -2.33 -0.19 5.00  -1.43
C -3.89 -0.25 5.51  0.48
N -4.69 0.93 5.05  -0.46
N -4.47 -1.55 5.08  -0.40
N -3.97 -0.25 7.03  -0.84
C -1.57 -2.52 3.87  -0.93
C -1.45 -3.52 2.67  -0.60
C -2.08 -3.14 1.30  0.42
P -1.93 -4.38 -0.15  -0.17
C -1.22 -3.34 -1.61  -0.06
C -2.21 -3.25 -2.87  -0.65
C -0.41 -5.44 0.37  -0.26
C 0.91 -4.48 0.48  -0.81
C -2.81 -1.78 1.17  0.19
S -3.64 -1.28 -0.43  -0.20
H 4.24 -0.78 3.04  0.26
H 6.10 -0.84 3.17  0.33
H 5.08 0.09 4.43  0.28
H 6.13 1.80 2.83  0.27
H 5.49 0.79 1.32  0.21
H 2.98 1.18 2.21  0.27
H 3.69 2.28 3.55  0.28
H 3.25 2.80 0.52  0.35
H 4.76 3.55 1.30  0.04
H 1.97 3.66 2.87  0.38
H 3.45 4.72 3.09  0.26
H 1.22 5.80 1.94  0.33
H 2.90 6.33 1.39  0.32
H 2.61 5.35 -0.78  -0.35
H 1.59 3.91 -0.26  0.20
H -0.09 6.40 0.36  0.43
H 0.84 6.70 -1.27  0.26
H -0.71 5.29 -2.46  -0.39
H -0.26 3.94 -1.30  0.22
H -2.16 5.59 0.35  0.53
H -2.87 5.53 -1.42  0.33
H -3.03 0.58 -2.81  0.27
H -3.21 1.25 2.91  0.25
H -1.66 -0.66 5.78  0.41
H -2.03 0.88 4.75  0.35
H -5.18 1.39 5.83  0.25
H -5.38 0.68 4.33  0.24
H -5.03 -1.45 4.21  0.27
H -5.12 -1.94 5.79  0.22
H -4.99 -0.23 7.26  0.33
H -3.65 0.70 7.29  0.33
H -1.12 -2.82 4.89  0.14
H -0.89 -4.49 2.87  0.08
H -1.02 -2.29 -1.21  0.35
H -0.23 -3.80 -1.98  -0.08
H -2.45 -2.12 -3.02  -0.01
H -3.21 -3.78 -2.72  0.24
H -1.67 -3.57 -3.84  0.31
H -0.59 -6.03 1.33  0.40
H -0.18 -6.14 -0.52  0.01
H 1.65 -4.84 1.29  0.30
H 1.47 -4.39 -0.52  0.12
H 0.63 -3.40 0.80  0.30
C 2.39 -5.42 -3.60  -0.91
O 1.98 -6.45 -2.71  -0.21
C 1.34 -7.53 -3.38  -0.47
C 2.28 -8.72 -3.55  -0.63
O 3.34 -8.41 -4.45  -0.38
C 4.56 -8.12 -3.77  -0.68
H 3.06 -4.75 -3.06  0.25
H 2.92 -5.82 -4.47  0.48
H 1.52 -4.85 -3.93  0.29
H 0.94 -7.20 -4.35  0.36
H 0.49 -7.84 -2.76  0.36
H 1.72 -9.54 -4.00  0.39
H 2.67 -9.05 -2.59  0.33
H 4.99 -9.05 -3.39  0.33
H 4.41 -7.42 -2.95  0.28
H 5.25 -7.68 -4.49  0.24
C -7.53 -6.09 5.26  -0.75
O -6.88 -5.87 6.51  -0.37
C -6.08 -6.98 6.91  -0.48
C -4.60 -6.72 6.64  -0.52
O -4.33 -6.66 5.24  -0.41
C -4.18 -5.32 4.78  -0.64
H -7.94 -5.14 4.92  0.25
H -6.84 -6.47 4.51  0.32
H -8.35 -6.80 5.39  0.32
H -6.41 -7.90 6.41  0.32
H -6.23 -7.11 7.99  0.37
H -4.02 -7.56 7.04  0.40
H -4.27 -5.81 7.15  0.31
H -3.22 -4.92 5.11  0.26
H -4.99 -4.68 5.14  0.28
H -4.21 -5.33 3.69  0.28
C -1.72 4.85 -6.08  -0.80
O -1.09 5.95 -6.72  -0.43
C -0.07 6.53 -5.91  0.00
C 1.32 6.09 -6.36  -0.51
O 1.52 4.69 -6.13  -0.28
C 1.38 3.93 -7.32  -0.83
H -2.33 4.33 -6.82  0.30
H -1.00 4.15 -5.66  0.41
H -2.38 5.21 -5.29  0.34
H -0.23 6.29 -4.85  -0.20
H -0.15 7.62 -6.02  0.40
H 2.07 6.62 -5.77  0.38
H 1.48 6.34 -7.42  0.34
H 2.26 4.07 -7.96  0.31
H 0.47 4.19 -7.87  0.34
H 1.32 2.87 -7.04  0.25
C 4.31 4.59 -3.27  -0.96
O 4.96 4.77 -2.01  -0.36
C 5.76 3.65 -1.66  0.18
C 7.24 3.92 -1.92  -0.69
O 7.51 4.04 -3.31  -0.37
C 7.65 5.39 -3.72  -0.68
H 3.90 5.56 -3.57  0.19
H 5.00 4.24 -4.04  0.53
H 3.48 3.88 -3.16  0.38
H 5.43 2.75 -2.18  0.33
H 5.62 3.48 -0.58  -0.14
H 7.82 3.07 -1.55  0.37
H 7.57 4.81 -1.38  0.35
H 8.62 5.78 -3.39  0.33
H 6.84 6.02 -3.34  0.26
H 7.63 5.42 -4.81  0.24

The charge is -1. The total energy is -107917.552 eV. The value obtained for the HOMO energy is -4.9 eV. The calculation puts the orbital gap at 6.66 eV.

DFT (wB97M-V/def2-TZVPD) results for the molecule C13H21NO3 at a distorted geometry.

Each line ends with the Mulliken charge.
Cartesian coordinates (Å):
C 5.22 0.76 0.68  -0.59
C 3.81 0.90 0.14  -0.25
C 3.14 -0.26 -0.81  0.68
O 3.13 -0.13 -2.17  -0.50
O 2.51 -1.51 -0.30  -0.38
C 1.06 -1.38 -0.50  0.20
C 0.32 -1.88 0.91  -0.36
C -0.87 -2.99 0.63  -0.64
C -2.39 -2.39 0.85  -0.71
C -2.65 -1.02 -0.09  -0.30
C -2.52 0.36 0.78  -0.74
C -1.74 1.59 0.03  0.15
C -0.30 2.14 0.63  -0.56
N 0.27 3.00 -0.50  -0.41
C -0.09 2.26 -1.79  0.30
O 0.71 2.09 -2.88  -0.52
C -1.63 1.63 -1.61  -0.50
H 5.38 0.49 1.82  0.24
H 6.13 0.92 -0.07  0.26
H 3.24 1.88 0.45  0.29
H 0.73 -2.15 -1.32  0.19
H 0.71 -0.29 -0.80  -0.24
H -0.08 -0.95 1.51  0.05
H 1.16 -2.39 1.57  0.41
H -0.80 -3.50 -0.43  0.29
H -0.71 -3.84 1.45  0.27
H -3.13 -3.21 0.39  0.29
H -2.69 -2.23 1.97  0.31
H -1.89 -1.12 -0.98  0.09
H -3.78 -1.10 -0.45  0.37
H -3.62 0.73 1.05  0.31
H -2.02 0.06 1.82  0.32
H -2.45 2.52 0.30  0.34
H 0.45 1.26 0.81  0.06
H -0.40 2.81 1.59  0.36
H -0.28 3.89 -0.58  0.33
H -1.52 0.64 -2.22  0.24
H -2.43 2.42 -1.91  0.34

The total energy is -21441.907 eV. The SMILES is C=CC(=O)OCCCCCC[C@H]1CNC(=O)C1. The value obtained for the HOMO energy is -8.2 eV. The calculation puts the orbital gap at 7.14 eV. For the energy relative to the best compared isomer or geometry (same formula, charge and spin), the calculation gives 285.1 kcal/mol.

DFT (wB97M-V/def2-TZVPD) results for a cluster of 2 separate species, C2HFINO2 in total at a distorted geometry.

Each line ends with the Mulliken charge.
Cartesian coordinates (Å):
C -0.34 -0.15 -0.05  -0.20
C 0.61 -1.02 0.04  0.09
N -0.47 1.26 0.02  0.89
O 0.54 1.93 0.27  -0.50
O -1.62 1.66 -0.21  -0.52
F 0.39 -2.33 0.15  -0.20
I 2.58 -0.53 -0.07  0.21
H -1.70 -0.82 -0.14  0.25

The total energy is -18487.385 eV. The value obtained for the HOMO energy is -10.2 eV. The calculation puts the orbital gap at 9.21 eV. For the energy relative to the best compared isomer or geometry (same formula, charge and spin), the calculation gives 36.1 kcal/mol.

DFT (wB97M-V/def2-TZVPD) results for a cluster of 11 separate species, C45H79N3O29 in total at a distorted geometry.

Each line ends with the Mulliken charge.
Cartesian coordinates (Å):
O -3.52 -0.21 -2.77  -0.41
C -3.14 0.60 -3.80  -0.26
C -3.81 1.80 -3.91  -0.45
C -3.53 2.68 -4.94  -0.73
C -2.60 2.33 -5.90  1.00
O -2.35 3.17 -6.97  -0.58
C -1.92 1.13 -5.83  -0.69
C -2.17 0.28 -4.74  0.18
H -2.99 -1.00 -2.62  0.20
H -4.60 2.05 -3.22  0.41
H -4.07 3.62 -4.96  0.40
H -1.62 2.80 -7.47  0.27
H -1.23 0.78 -6.59  0.30
H -1.65 -0.67 -4.70  0.32
C -9.00 -6.78 -0.60  -0.76
O -8.12 -5.84 -1.18  -0.32
C -6.91 -6.47 -1.58  -0.61
C -5.80 -5.49 -1.92  -0.66
N -5.44 -4.69 -0.73  -0.34
C -4.26 -3.90 -1.04  -1.12
C -3.61 -3.23 0.18  0.97
O -4.45 -2.10 0.46  -0.41
C -4.34 -1.62 1.79  -0.57
H -9.08 -7.75 -1.09  0.31
H -9.99 -6.34 -0.57  0.25
H -8.66 -6.98 0.43  0.31
H -7.17 -7.11 -2.44  0.41
H -6.55 -7.18 -0.83  0.36
H -6.28 -4.81 -2.64  0.31
H -4.96 -5.93 -2.45  0.43
H -6.26 -4.09 -0.74  0.34
H -4.51 -3.05 -1.68  0.55
H -3.48 -4.48 -1.54  0.43
H -2.65 -2.77 -0.03  -0.58
H -3.59 -4.00 0.96  -0.05
H -5.16 -0.93 1.98  0.46
H -3.39 -1.16 2.06  0.05
H -4.54 -2.45 2.47  0.28
C -1.57 4.06 1.67  -0.62
O -1.45 4.00 3.08  -0.28
C -0.56 4.95 3.63  -0.27
C -1.10 6.37 3.59  -0.60
N -2.37 6.62 4.27  -0.36
C -2.96 7.89 3.81  -0.49
C -4.25 8.15 4.65  -0.60
O -5.45 7.58 4.24  -0.31
C -5.93 7.92 2.96  -0.65
H -2.59 4.47 1.58  0.31
H -1.56 3.07 1.19  -0.06
H -0.83 4.65 1.13  0.41
H 0.42 4.88 3.15  0.02
H -0.31 4.76 4.68  0.43
H -1.29 6.47 2.50  0.34
H -0.34 7.11 3.84  0.39
H -3.03 5.88 4.08  0.24
H -3.08 7.79 2.72  0.31
H -2.25 8.70 3.96  0.36
H -4.23 9.25 4.71  0.33
H -4.03 7.77 5.64  0.35
H -6.22 8.97 3.05  0.30
H -6.80 7.34 2.66  0.24
H -5.16 7.92 2.19  0.26
C 9.90 4.67 -0.37  -0.78
O 9.11 3.66 -0.99  -0.33
C 9.07 2.45 -0.27  -0.80
C 7.90 1.63 -0.78  -0.81
N 6.61 2.33 -0.63  0.11
C 6.09 2.29 0.74  -0.72
C 4.74 3.01 0.83  0.03
O 4.47 3.25 2.20  -0.42
C 3.49 4.26 2.38  -0.70
H 10.88 4.30 -0.06  0.31
H 9.38 5.08 0.50  0.31
H 10.10 5.44 -1.10  0.26
H 8.99 2.62 0.81  0.37
H 9.99 1.89 -0.49  0.47
H 7.89 0.65 -0.29  0.39
H 7.89 1.54 -1.87  0.36
H 6.71 3.31 -0.87  0.34
H 6.78 2.71 1.47  0.36
H 6.02 1.25 1.06  0.29
H 4.01 2.30 0.41  -0.26
H 4.63 3.98 0.33  0.40
H 3.90 5.22 2.03  0.39
H 3.38 4.37 3.46  0.33
H 2.54 4.08 1.89  0.18
O 0.48 -3.25 2.54  -0.52
C -0.46 -3.83 3.04  0.24
O -1.68 -3.29 2.95  0.28
C -2.62 -4.04 3.70  -0.30
C -1.75 -5.26 4.19  -0.50
O -0.44 -4.93 3.75  -0.35
H -2.90 -3.55 4.63  0.19
H -3.40 -4.36 3.01  0.31
H -2.13 -6.16 3.71  0.29
H -1.79 -5.42 5.26  0.32
O 1.23 1.99 1.03  -0.58
C 0.95 0.95 0.49  0.71
O -0.29 0.52 0.31  -0.39
C -0.37 -0.85 -0.15  2.40
C 1.12 -1.17 -0.32  0.64
O 1.80 0.02 0.08  -0.41
H -0.94 -1.36 0.62  -1.27
H -0.88 -0.90 -1.11  -0.57
H 1.25 -1.40 -1.38  -0.08
H 1.39 -2.04 0.26  -0.50
O -2.49 -1.78 5.78  -0.63
C -2.20 -0.75 5.24  0.61
O -2.81 -0.08 4.25  -0.37
C -1.89 0.65 3.49  1.02
C -0.72 0.87 4.51  -0.13
O -1.01 -0.19 5.44  -0.41
H -1.48 0.26 2.56  -0.52
H -2.28 1.65 3.30  0.00
H -0.74 1.87 4.92  0.11
H 0.21 0.53 4.06  0.25
O 3.89 -3.18 -2.92  -0.46
C 4.45 -2.31 -2.35  0.16
O 4.03 -1.50 -1.35  0.32
C 5.03 -0.56 -0.99  0.80
C 6.26 -1.18 -1.64  -0.51
O 5.69 -1.84 -2.74  -0.44
H 4.84 0.46 -1.31  -0.53
H 5.14 -0.45 0.09  0.23
H 6.70 -1.98 -1.03  0.28
H 6.99 -0.47 -2.02  0.18
O -0.39 -6.13 -0.28  -0.59
C 0.73 -5.82 0.00  0.45
O 1.39 -6.51 0.93  -0.36
C 2.76 -6.14 0.88  -0.51
C 2.73 -4.81 0.07  -0.02
O 1.48 -4.89 -0.62  0.19
H 3.19 -6.05 1.88  0.32
H 3.31 -6.99 0.46  0.25
H 3.56 -4.72 -0.63  0.22
H 2.86 -3.97 0.75  0.18
O -1.51 -2.45 -2.71  -0.17
C -0.78 -3.12 -3.38  -0.44
O -0.95 -3.47 -4.63  -0.36
C 0.23 -4.20 -5.09  -0.56
C 0.75 -4.70 -3.75  -0.35
O 0.33 -3.70 -2.85  0.60
H 0.03 -4.93 -5.86  0.37
H 0.82 -3.34 -5.41  0.21
H 1.82 -4.80 -3.89  0.31
H 0.25 -5.67 -3.65  0.32
O 1.61 -0.83 -4.51  -0.42
C 2.32 0.09 -4.20  0.42
O 1.87 1.15 -3.56  -0.27
C 2.94 1.81 -2.86  0.43
C 4.05 1.50 -3.90  -0.20
O 3.62 0.24 -4.47  -0.36
H 2.60 2.84 -2.80  0.35
H 2.99 1.31 -1.89  -0.43
H 5.02 1.40 -3.42  0.06
H 4.05 2.19 -4.74  0.38

The total energy is -111788.286 eV. The SMILES is Oc1ccc(O)cc1.COCCNCCOC.COCCNCCOC.COCCNCCOC.O=C1OCCO1.O=C1OCCO1.O=C1OCCO1.O=C1OCCO1.O=C1OCCO1.O=C1OCCO1.O=C1OCCO1. The value obtained for the HOMO energy is -7.4 eV. The calculation puts the orbital gap at 7.64 eV.